The following is a quantum chemistry calculation of CH2INO in the gas phase, from OMol25.

CARTESIAN COORDINATES (ANGSTROEM)
O1 -1.076 -1.670 -0.368
N1 -0.392 -1.172 0.444
C1 0.067 0.443 0.057
I1 2.155 0.714 -0.106
H1 -0.337 1.033 0.869
H2 -0.416 0.652 -0.896

Its HOMO energy (spin up / spin down) is -9.1 / -9.1 eV. The energy above the lowest of the compared OMol25 structures with the same formula, charge and spin comes out at 338.4 kJ/mol. As for the SMILES: O=NCI.